1 | Entry from the Open Molecules 2025 dataset: 2 unconnected molecules or ions with the total composition C3H10N3O (wB97M-V/def2-TZVPD).

Structure (XYZ):
```
17
Properties=species:S:1:pos:R:3:mulliken_charge:R:1
O -3.237 -2.603 -0.074 -0.450
C -2.306 -1.846 -0.034 0.193
C -1.567 -1.332 -1.239 -1.091
H -1.917 -1.507 0.951 0.346
H -0.556 -1.741 -1.248 0.370
H -1.483 -0.243 -1.228 0.341
H -2.092 -1.653 -2.137 0.311
N 0.379 2.023 0.199 -0.560
C 1.260 0.977 0.558 0.169
N 2.655 1.185 0.695 -0.605
N 0.754 -0.285 0.754 -0.335
H 0.575 2.422 -0.714 0.209
H 0.402 2.791 0.862 0.238
H 3.096 1.468 -0.175 0.222
H 2.868 1.902 1.379 0.238
H -0.198 -0.495 0.532 0.202
H 1.366 -1.063 0.918 0.203
```

Results
charge	0
2S+1	2
E_HOMO (spin up / spin down)	-5.77 / -9.31	eV


2 | Entry from the Open Molecules 2025 dataset: 2 unconnected molecules or ions with the total composition C3H10N3O (wB97M-V/def2-TZVPD).

Structure (XYZ):
```
17
Properties=species:S:1:pos:R:3:mulliken_charge:R:1
N 0.163 0.301 0.726 -0.156
C -0.782 1.205 0.770 0.178
N -0.609 2.555 0.973 -0.578
N -2.077 0.875 0.527 -0.445
H 0.128 -0.599 0.306 0.196
H 1.104 0.628 0.881 0.170
H 0.307 2.916 0.753 0.238
H -1.379 3.121 0.617 0.197
H -2.793 1.427 0.994 0.196
H -2.273 -0.115 0.455 0.172
C 2.246 -1.106 -0.884 -0.764
C 1.233 -1.791 -1.411 0.011
O 0.038 -2.102 -0.700 -0.614
H 2.920 -0.531 -1.542 0.256
H 2.363 -0.942 0.237 0.293
H 1.219 -2.181 -2.459 0.298
H -0.423 -2.865 -1.082 0.352
```

Results
charge	0
2S+1	2
E_HOMO (spin up / spin down)	-2.88 / -9.27	eV


It turns out 1 is the most stable, with the second structure 1.574 eV higher.


1 | Entry from the Open Molecules 2025 dataset: a molecular structure, C21H22BrN3O2RuS4Sb (wB97M-V/def2-TZVPD).

Structure (XYZ):
```
55
Properties=species:S:1:pos:R:3:mulliken_charge:R:1
Ru 0.407 0.117 1.205 -1.127
O 1.935 -1.056 2.098 -0.260
N 3.111 -0.912 1.652 -0.604
N 3.246 -0.146 0.638 1.022
O 2.254 0.484 0.051 -0.487
C 4.523 -0.022 0.068 0.014
C 4.633 0.159 -1.306 -0.240
C 5.884 0.280 -1.881 -0.593
C 7.020 0.247 -1.087 -0.399
C 6.904 0.072 0.284 -0.526
C 5.660 -0.071 0.868 -0.270
H 3.736 0.193 -1.906 0.422
H 5.969 0.398 -2.954 0.359
H 7.994 0.350 -1.544 0.363
H 7.789 0.055 0.905 0.354
H 5.553 -0.204 1.931 0.485
S -1.508 -0.986 6.280 -0.394
Sb -1.374 0.631 4.555 0.503
S 0.704 1.838 2.671 -0.423
S -1.078 -0.912 2.610 -0.495
S -3.652 1.115 4.225 -0.667
C -5.042 -0.264 1.263 -0.856
N -4.046 0.232 0.304 0.086
C -3.379 -0.876 -0.395 -0.868
C -3.045 1.099 0.995 -0.090
C -2.096 1.752 0.036 1.578
C -2.639 2.702 -0.830 -0.839
C -1.851 3.356 -1.752 -0.721
C -0.491 3.089 -1.768 -0.813
C 0.046 2.177 -0.880 0.097
C -0.727 1.447 0.035 -0.401
H -5.802 -0.855 0.753 0.337
H -5.502 0.571 1.788 0.374
H -4.539 -0.873 2.013 0.325
H -4.510 0.813 -0.405 0.409
H -2.851 -1.485 0.339 0.329
H -2.644 -0.481 -1.096 0.294
H -4.103 -1.484 -0.936 0.431
H -2.485 0.453 1.678 -0.784
H -3.584 1.845 1.584 0.738
H -3.699 2.934 -0.763 0.387
H -2.278 4.077 -2.433 0.372
H 0.156 3.597 -2.473 0.424
H 1.118 2.026 -0.906 0.629
Br -1.590 -4.426 -3.432 -0.259
C -0.863 -3.204 -2.138 0.054
C -0.816 -3.573 -0.808 -0.632
C -0.385 -2.641 0.124 -0.239
C -0.037 -1.335 -0.229 0.784
C -0.016 -1.049 -1.598 -0.214
C -0.430 -1.962 -2.555 -0.576
H -1.118 -4.563 -0.496 0.439
H -0.359 -2.945 1.164 0.405
H 0.316 -0.078 -1.942 0.316
H -0.419 -1.702 -3.605 0.448
```

Results
charge	-1
2S+1	5
E_HOMO (spin up / spin down)	-4.08 / -4.40	eV


2 | Entry from the Open Molecules 2025 dataset: a molecular structure, C21H22BrN3O2RuS4Sb (wB97M-V/def2-TZVPD).

Structure (XYZ):
```
55
Properties=species:S:1:pos:R:3:mulliken_charge:R:1
Ru 0.344 0.112 1.248 -1.337
O 1.881 -1.153 2.079 -0.244
N 3.053 -1.035 1.624 -0.612
N 3.167 -0.193 0.675 1.071
O 2.149 0.464 0.155 -0.464
C 4.448 -0.020 0.060 0.182
C 4.486 0.369 -1.267 -0.250
C 5.719 0.534 -1.881 -0.586
C 6.892 0.313 -1.174 -0.478
C 6.830 -0.070 0.160 -0.458
C 5.607 -0.232 0.789 -0.382
H 3.556 0.538 -1.791 0.355
H 5.760 0.834 -2.920 0.365
H 7.852 0.445 -1.656 0.363
H 7.741 -0.232 0.722 0.358
H 5.539 -0.521 1.828 0.479
S -2.047 -1.238 6.119 -0.425
Sb -1.384 0.513 4.593 0.478
S 0.639 1.856 2.649 -0.425
S -1.145 -0.922 2.590 -0.470
S -3.586 1.213 4.413 -0.655
C -5.076 -0.086 1.372 -0.803
N -4.031 0.286 0.377 -0.017
C -3.358 -0.932 -0.166 -0.829
C -3.051 1.265 1.003 0.092
C -2.072 1.788 0.002 1.749
C -2.587 2.689 -0.938 -0.812
C -1.784 3.306 -1.874 -0.725
C -0.421 3.037 -1.827 -0.722
C 0.093 2.152 -0.896 0.101
C -0.707 1.457 0.034 -0.339
H -5.793 -0.749 0.893 0.334
H -5.552 0.820 1.736 0.365
H -4.576 -0.568 2.212 0.309
H -4.466 0.766 -0.411 0.407
H -2.876 -1.439 0.665 0.299
H -2.603 -0.627 -0.887 0.318
H -4.118 -1.558 -0.629 0.409
H -2.575 0.723 1.811 -1.080
H -3.666 2.051 1.443 0.769
H -3.644 2.943 -0.898 0.375
H -2.197 4.006 -2.588 0.380
H 0.254 3.531 -2.517 0.414
H 1.163 1.995 -0.890 0.618
Br -1.018 -4.617 -3.547 -0.249
C -0.587 -3.323 -2.214 0.088
C -0.635 -3.672 -0.877 -0.729
C -0.352 -2.704 0.083 -0.057
C -0.031 -1.377 -0.236 0.522
C 0.061 -1.105 -1.608 0.130
C -0.220 -2.045 -2.595 -0.654
H -0.888 -4.683 -0.585 0.425
H -0.393 -3.005 1.124 0.384
H 0.352 -0.115 -1.939 0.229
H -0.152 -1.786 -3.644 0.438
```

Results
charge	-1
2S+1	5
E_HOMO (spin up / spin down)	-4.22 / -4.47	eV


It turns out 2 is the most stable, with the second structure 0.428 eV higher.


1 | Entry from the Open Molecules 2025 dataset: a molecular structure, C9H36F2N19O13S2Sn (wB97M-V/def2-TZVPD).

Structure (XYZ):
```
82
Properties=species:S:1:pos:R:3:mulliken_charge:R:1
Sn 5.028 -1.688 -4.287 1.397
N 0.945 0.459 -1.694 -0.186
S -0.292 1.250 -2.170 1.071
O -0.210 2.680 -2.571 -0.526
O -1.552 0.838 -1.630 -0.503
F -0.319 0.392 -3.512 -0.279
S 0.934 1.277 -0.197 1.053
O -0.052 0.907 0.784 -0.508
O 1.345 2.677 -0.098 -0.546
F 2.190 0.521 0.374 -0.235
C -1.356 5.626 5.913 0.655
O -2.348 6.277 5.826 -0.592
N -0.780 5.393 7.130 -0.514
N -0.520 5.281 4.942 -0.377
H 0.217 5.232 7.143 0.221
H -1.144 6.202 7.613 0.240
H 0.285 4.694 5.107 0.169
H -0.793 5.549 4.008 0.200
C 5.265 2.770 4.757 0.657
O 4.177 2.892 5.205 -0.607
N 5.811 3.146 3.666 -0.362
N 6.196 1.992 5.355 -0.441
H 6.695 2.728 3.415 0.172
H 5.232 3.798 3.156 0.229
H 7.035 1.664 4.898 0.147
H 5.884 1.582 6.224 0.208
C 0.263 -5.236 -1.874 0.723
O 1.267 -5.256 -2.652 -0.722
N -0.230 -4.247 -1.165 -0.316
N -0.374 -6.321 -1.635 -0.368
H -1.141 -4.377 -0.749 0.171
H 0.186 -3.328 -1.205 0.164
H -1.187 -6.248 -1.040 0.151
H -0.249 -7.167 -2.171 0.219
C -3.827 -4.230 -6.128 0.645
O -4.640 -3.395 -5.889 -0.613
N -2.745 -4.012 -6.917 -0.406
N -3.762 -5.408 -5.581 -0.392
H -2.623 -3.082 -7.291 0.209
H -1.968 -4.650 -7.011 0.161
H -4.439 -5.580 -4.852 0.223
H -2.959 -5.984 -5.793 0.175
C 0.008 -2.695 5.825 0.619
O 0.147 -3.580 6.611 -0.607
N -0.527 -2.807 4.617 -0.342
N 0.276 -1.410 5.997 -0.382
H -0.605 -2.022 3.985 0.113
H -0.833 -3.664 4.180 0.188
H 0.270 -0.820 5.178 0.186
H 0.890 -1.253 6.783 0.228
C -7.714 0.253 0.668 0.702
O -8.743 0.914 0.423 -0.644
N -6.567 0.829 0.838 -0.376
N -7.677 -0.989 0.969 -0.373
H -5.735 0.268 0.957 0.163
H -6.541 1.834 0.744 0.217
H -8.513 -1.524 0.784 0.227
H -6.863 -1.486 1.304 0.170
C 6.037 -4.373 2.278 0.626
O 5.923 -4.299 1.073 -0.677
N 6.058 -3.357 3.068 -0.400
N 5.968 -5.445 3.029 -0.400
H 6.074 -2.582 2.420 0.208
H 6.394 -3.242 4.013 0.215
H 6.005 -6.262 2.436 0.231
H 6.147 -5.385 4.021 0.197
C -6.746 2.808 -5.624 0.686
O -7.517 3.750 -5.563 -0.615
N -6.836 1.839 -4.816 -0.357
N -5.827 2.618 -6.565 -0.401
H -7.558 1.920 -4.115 0.215
H -6.144 1.111 -4.704 0.176
H -5.388 1.710 -6.591 0.186
H -5.841 3.278 -7.330 0.234
C 5.619 4.436 -4.340 0.709
O 6.141 3.383 -4.341 -0.688
N 4.402 4.470 -4.633 -0.421
N 6.047 5.555 -4.018 -0.398
H 3.855 5.216 -4.228 0.189
H 3.961 3.620 -4.954 0.183
H 5.537 6.422 -4.117 0.214
H 6.968 5.346 -3.662 0.234
```

Results
charge	+1
2S+1	1
E_HOMO	-10.78	eV


2 | Entry from the Open Molecules 2025 dataset: a molecular structure, C9H36F2N19O13S2Sn (wB97M-V/def2-TZVPD).

Structure (XYZ):
```
82
Properties=species:S:1:pos:R:3:mulliken_charge:R:1
Sn -4.378 -0.194 1.799 1.470
N -1.744 -0.181 0.584 -0.199
S -0.803 0.968 0.955 0.953
O -0.788 2.135 0.115 -0.448
O 0.330 0.692 1.775 -0.419
F -1.806 1.593 2.086 -0.483
S -0.424 -0.945 -0.215 -0.015
O 0.479 -1.803 0.482 0.212
O 0.160 -0.263 -1.334 -0.534
F -1.363 -1.909 -1.068 -0.368
C 3.140 -1.863 3.155 0.549
O 4.088 -2.302 3.787 -0.684
N 2.681 -2.344 1.998 -0.057
N 2.429 -0.764 3.539 -0.145
H 2.031 -1.874 1.369 0.108
H 3.025 -3.198 1.591 0.154
H 1.600 -0.514 3.042 0.092
H 2.627 -0.187 4.337 0.174
C 3.552 1.264 0.766 0.496
O 2.902 2.306 0.894 -0.631
N 4.642 0.905 1.415 -0.339
N 3.254 0.390 -0.250 -0.113
H 5.292 0.218 1.076 0.154
H 5.070 1.511 2.097 0.246
H 2.687 0.710 -1.015 0.062
H 3.856 -0.407 -0.352 0.184
C -0.735 -4.594 3.599 0.640
O -1.659 -4.641 4.406 -0.698
N -0.717 -3.692 2.599 -0.037
N 0.207 -5.550 3.512 -0.386
H -1.422 -3.000 2.450 -0.010
H 0.089 -3.653 1.995 0.020
H 0.658 -5.557 2.613 0.167
H 0.018 -6.374 4.056 0.246
C 2.161 3.148 -2.689 0.565
O 2.989 2.729 -3.529 -0.712
N 2.303 4.333 -2.076 -0.220
N 1.170 2.394 -2.220 0.181
H 1.563 4.739 -1.529 0.088
H 3.032 5.012 -2.208 0.233
H 1.157 1.439 -2.534 0.097
H 0.496 2.761 -1.572 -0.097
C -3.921 0.973 -2.265 0.235
O -4.826 0.987 -3.095 -0.601
N -3.849 0.000 -1.342 0.014
N -2.897 1.824 -2.232 -0.023
H -4.636 -0.623 -1.248 0.260
H -3.020 -0.123 -0.784 0.268
H -2.946 2.735 -2.665 0.193
H -2.124 1.694 -1.600 0.051
C 1.457 -4.729 -2.119 0.537
O 1.589 -3.825 -1.283 -0.555
N 2.396 -5.722 -2.325 -0.504
N 0.508 -4.735 -3.037 -0.258
H 2.983 -5.710 -1.504 0.273
H 2.157 -6.541 -2.853 0.200
H -0.215 -4.039 -3.001 0.143
H 0.472 -5.528 -3.652 0.154
C -1.396 3.239 4.972 0.645
O -0.445 3.996 4.946 -0.589
N -2.696 3.612 5.106 -0.365
N -1.260 1.892 4.984 -0.348
H -3.433 3.033 4.755 0.127
H -2.867 4.589 5.280 0.237
H -2.060 1.411 4.604 0.100
H -0.393 1.440 4.741 0.240
C -0.894 5.268 -1.449 0.524
O -0.953 4.277 -2.174 -0.632
N -0.808 6.545 -1.875 -0.455
N -0.838 5.126 -0.090 -0.216
H -0.717 7.300 -1.219 0.140
H -0.804 6.763 -2.856 0.237
H -0.705 4.239 0.363 0.178
H -0.945 5.969 0.446 0.153
C -1.910 -1.935 -4.776 0.503
O -1.880 -1.102 -5.664 -0.595
N -1.486 -3.215 -4.846 -0.458
N -2.535 -1.815 -3.573 -0.266
H -0.746 -3.436 -5.493 0.209
H -2.004 -3.964 -4.425 0.274
H -2.991 -0.919 -3.428 0.240
H -2.208 -2.389 -2.827 0.235
```

Results
charge	+1
2S+1	1
E_HOMO	-10.78	eV


It turns out 2 is the most stable, with the second structure 7.522 eV higher.


1 | Entry from the Open Molecules 2025 dataset: 2 unconnected molecules or ions with the total composition C4H12O2S (wB97M-V/def2-TZVPD).

Structure (XYZ):
```
19
Properties=species:S:1:pos:R:3:mulliken_charge:R:1
C -1.195 0.153 0.700 -0.064
O -2.040 0.806 -0.247 -0.515
C 0.034 0.981 1.078 -1.083
C 1.293 0.659 0.251 -0.474
C 1.687 -0.805 0.498 -0.578
S 3.305 -1.264 -0.047 0.243
H -1.823 -0.116 1.552 0.330
H -0.923 -0.811 0.256 0.047
H -1.552 1.493 -0.723 0.294
H 0.287 0.892 2.128 0.413
H -0.236 2.021 0.941 0.423
H 2.091 1.267 0.679 0.435
H 1.228 0.884 -0.812 0.417
H 1.684 -1.070 1.565 0.396
H 0.969 -1.527 0.064 0.443
H 3.312 -0.644 -1.250 0.277
H -2.505 -0.908 -1.448 0.343
H -3.027 -0.676 -2.868 0.315
O -2.591 -1.333 -2.318 -0.662
```

Results
charge	+1
2S+1	2
E_HOMO (spin up / spin down)	-13.63 / -13.63	eV


2 | Entry from the Open Molecules 2025 dataset: 2 unconnected molecules or ions with the total composition C4H12O2S (wB97M-V/def2-TZVPD).

Structure (XYZ):
```
19
Properties=species:S:1:pos:R:3:mulliken_charge:R:1
C 0.508 -1.341 -1.013 -0.636
O 0.024 -0.878 -2.285 -0.532
C -0.538 -0.994 0.061 -0.794
C -0.331 0.317 0.774 -0.532
C -1.497 0.526 1.756 -0.519
S -0.940 1.404 3.242 0.247
H 0.776 -2.397 -1.006 0.322
H 1.461 -0.798 -0.998 0.329
H -0.293 -1.590 -2.888 0.302
H -0.636 -1.832 0.755 0.465
H -1.478 -0.928 -0.495 0.347
H -0.313 1.222 0.163 0.335
H 0.600 0.244 1.351 0.511
H -2.425 1.000 1.443 0.501
H -1.728 -0.442 2.228 0.392
H -0.108 2.279 2.620 0.280
H 1.844 1.022 -2.382 0.313
H 2.390 1.878 -1.295 0.301
O 2.683 1.308 -2.032 -0.631
```

Results
charge	+1
2S+1	2
E_HOMO (spin up / spin down)	-13.76 / -13.73	eV


It turns out 1 is the most stable, with the second structure 0.257 eV higher.